1.
Molecular formula: C5H9NO4
Method: DFT, ωB97M-V/def2-TZVPD

Values from the calculation:
Gap between HOMO and LUMO = 8.78 eV
Total energy = -15005.02273 eV
ΔE to the lowest compared entry with this formula, charge and spin = 7.221 eV
SMILES = CO/C(C)=C(/OC)[N+](=O)[O-]

Each line ends with the Löwdin charge.
Cartesian coordinates (Å):
C1 -0.275 -0.294 -0.708  -0.209
C2 -0.223 1.090 -1.066  -0.115
C3 0.751 -0.671 0.265  0.004
C4 -1.366 -2.351 -0.397  -0.039
C5 0.540 3.257 -0.038  -0.089
N1 -1.101 1.516 -2.114  -0.365
O1 -2.019 0.842 -2.500  0.094
O2 -0.909 2.656 -2.503  0.052
O3 -1.223 -1.126 -1.121  -0.061
O4 0.698 1.907 -0.403  -0.110
H1 1.162 -1.553 -0.012  0.057
H2 1.441 0.093 0.314  0.070
H3 0.316 -0.949 1.225  0.117
H4 -2.050 -2.075 0.412  0.104
H5 -0.440 -2.823 -0.153  0.072
H6 -2.001 -3.079 -1.085  0.141
H7 -0.304 3.503 0.762  0.127
H8 0.204 3.908 -0.916  0.095
H9 1.450 3.626 0.308  0.056


2.
Molecular formula: C5H9NO4S
Method: DFT, ωB97M-V/def2-TZVPD

Values from the calculation:
Gap between HOMO and LUMO (spin up / spin down) = 8.16 / 7.74 eV
Total energy = -25838.05209 eV
ΔE to the lowest compared entry with this formula, charge and spin = 9.158 eV
SMILES = C/C(=C(/C)S(C)(=O)=O)[N+](=O)[O-]

Each line ends with the Löwdin charge.
Cartesian coordinates (Å):
C1 -0.982 0.779 -0.592  -0.059
C2 0.740 0.423 -0.130  -0.137
C3 -2.095 0.710 0.394  -0.025
C4 1.753 0.412 -1.136  -0.134
C5 0.438 -1.989 1.179  -0.084
N1 -1.194 1.089 -1.876  -0.431
O1 -2.308 0.998 -2.304  0.097
O2 -0.225 1.311 -2.603  0.045
O3 2.374 -0.253 1.872  -0.293
O4 0.006 0.235 2.410  -0.325
S1 0.995 -0.269 1.519  0.618
H1 -2.423 -0.419 0.486  0.145
H2 -1.609 0.821 1.343  0.039
H3 -2.821 1.390 0.023  0.079
H4 2.296 1.438 -1.345  0.154
H5 1.529 -0.048 -2.066  0.076
H6 2.589 -0.085 -0.639  0.074
H7 1.358 -2.501 1.087  0.053
H8 -0.170 -2.337 1.989  0.063
H9 -0.250 -1.703 0.389  0.046


3.
Molecular formula: C5H9NOS
Method: DFT, ωB97M-V/def2-TZVPD

Values from the calculation:
Gap between HOMO and LUMO = 6.57 eV
Total energy = -19699.36862 eV
ΔE to the lowest compared entry with this formula, charge and spin = 4.935 eV

Each line ends with the Löwdin charge.
Cartesian coordinates (Å):
C1 -0.424 0.145 1.906  -0.106
C2 1.678 0.678 0.828  -0.143
C3 -0.324 0.463 -0.561  -0.213
C4 -0.258 -0.855 -1.236  -0.439
C5 -1.094 -1.151 -2.422  -0.506
H1 -0.191 0.704 2.819  0.080
H2 -1.501 0.219 1.848  0.072
H3 -0.259 -0.937 2.105  0.088
H4 2.029 -0.360 1.103  0.064
H5 2.142 1.698 1.575  0.156
H6 1.926 0.655 -0.553  0.174
H7 0.178 1.115 -1.189  0.085
H8 -1.337 0.738 -0.490  0.099
H9 -1.414 -2.240 -2.633  0.094
N1 0.272 0.747 0.768  -0.301
O1 0.418 -1.679 -0.573  0.062
S1 -1.841 0.060 -3.295  0.732


4.
Molecular formula: C5H9NOS
Method: DFT, ωB97M-V/def2-TZVPD

Values from the calculation:
Gap between HOMO and LUMO = 8.57 eV
Total energy = -19701.35911 eV
ΔE to the lowest compared entry with this formula, charge and spin = 2.944 eV
SMILES = CN1CC(=S)[C@H]1CO

Each line ends with the Löwdin charge.
Cartesian coordinates (Å):
C1 -1.339 1.180 0.071  -0.112
C2 1.156 1.374 0.084  -0.176
C3 1.726 -0.008 -0.218  -0.744
C4 0.356 -0.493 -0.694  -0.246
C5 -0.292 -1.472 0.355  -0.258
H1 -1.544 2.309 0.214  0.110
H2 -1.276 0.840 1.133  0.076
H3 -2.199 0.771 -0.450  0.084
H4 1.731 2.247 -0.296  0.123
H5 1.112 1.507 1.219  0.142
H6 0.410 -0.964 -1.647  0.129
H7 0.394 -2.306 0.617  0.122
H8 -0.427 -0.884 1.307  0.125
H9 -1.381 -2.364 -1.002  0.134
N1 -0.076 0.954 -0.583  -0.162
O1 -1.506 -1.971 -0.080  -0.070
S1 3.158 -0.721 -0.030  0.723


5.
Molecular formula: C5H9NOS
Method: DFT, ωB97M-V/def2-TZVPD

Values from the calculation:
Gap between HOMO and LUMO = 9.96 eV
Total energy = -19701.79787 eV
ΔE to the lowest compared entry with this formula, charge and spin = 2.506 eV
SMILES = CC1=NOC[C@@]1(C)S

Each line ends with the Löwdin charge.
Cartesian coordinates (Å):
C1 -1.670 -1.319 0.503  -0.029
C2 -0.264 -0.855 0.591  -0.431
C3 1.813 0.065 0.056  -0.133
C4 0.305 0.122 -0.402  -0.718
C5 -0.343 1.560 -0.017  -0.060
H1 -1.827 -1.939 -0.366  0.068
H2 -1.951 -1.912 1.401  0.101
H3 -2.293 -0.433 0.408  0.081
H4 2.349 -0.641 -0.511  0.095
H5 2.293 1.032 0.027  0.120
H6 -1.340 1.640 -0.472  0.069
H7 -0.420 1.791 1.035  0.084
H8 0.311 2.288 -0.463  0.062
H9 0.970 0.472 -2.644  -0.105
N1 0.440 -1.123 1.578  0.133
O1 1.663 -0.452 1.409  -0.130
S1 -0.035 -0.296 -2.131  0.793


6.
Molecular formula: C5H9NOS
Method: DFT, ωB97M-V/def2-TZVPD

Values from the calculation:
Gap between HOMO and LUMO = 9.24 eV
Total energy = -19699.87109 eV
ΔE to the lowest compared entry with this formula, charge and spin = 4.432 eV
SMILES = C=C(C)[C@@H](O)/C=N\S

Each line ends with the Löwdin charge.
Cartesian coordinates (Å):
C1 0.769 -0.880 -1.201  -0.084
C2 -0.547 -0.722 -0.465  -0.298
C3 -1.703 -1.201 -1.084  0.065
C4 -0.557 -0.006 0.877  -0.392
C5 -0.573 1.533 0.713  -0.127
H1 1.279 0.147 -1.351  0.079
H2 0.756 -1.482 -2.129  0.074
H3 1.580 -1.427 -0.440  0.134
H4 -2.728 -1.109 -0.644  0.071
H5 -1.660 -1.655 -2.029  0.028
H6 -1.449 -0.207 1.408  0.120
H7 1.076 0.374 2.152  0.215
H8 -1.519 2.032 0.814  0.100
H9 2.038 0.710 0.536  -0.126
N1 0.500 2.313 0.672  -0.448
O1 0.633 -0.491 1.427  -0.172
S1 2.105 2.069 0.744  0.761


7.
Molecular formula: C5H9NOS
Method: DFT, ωB97M-V/def2-TZVPD

Values from the calculation:
Gap between HOMO and LUMO = 9.74 eV
Total energy = -19698.90543 eV
ΔE to the lowest compared entry with this formula, charge and spin = 5.398 eV
SMILES = C[C@@]1(S)CC=NOC1

Each line ends with the Löwdin charge.
Cartesian coordinates (Å):
C1 -1.063 0.575 1.121  -0.149
C2 -0.451 -0.222 0.003  -0.842
C3 0.485 -1.448 0.397  -0.210
C4 1.834 0.651 -0.772  -0.014
C5 0.257 0.591 -0.938  -0.218
H1 -1.610 1.290 0.484  0.053
H2 -0.336 0.971 1.884  0.107
H3 -1.872 -0.017 1.686  0.103
H4 -2.360 0.429 -0.710  -0.162
H5 -0.246 -2.310 0.064  0.130
H6 0.689 -1.435 1.533  0.145
H7 2.394 1.499 -0.483  0.078
H8 -0.049 0.417 -2.042  0.140
H9 0.075 1.611 -0.891  0.084
N1 2.584 -0.352 -0.158  0.120
O1 1.645 -1.483 -0.359  -0.213
S1 -1.976 -0.769 -0.818  0.849


8.
Molecular formula: C5H9NP
Method: DFT, ωB97M-V/def2-TZVPD

Values from the calculation:
Gap between HOMO and LUMO = 8.35 eV
Total energy = -16099.40991 eV
Net charge = +1
ΔE to the lowest compared entry with this formula, charge and spin = 2.214 eV

Each line ends with the Löwdin charge.
Cartesian coordinates (Å):
C1 0.894 1.660 1.096  -0.246
C2 0.328 0.560 1.510  0.135
C3 0.928 2.032 -0.297  -0.375
C4 -0.231 -0.364 -0.441  -0.572
C5 0.543 -1.642 -0.532  -0.119
N1 -1.707 -0.624 -0.436  0.160
P1 0.293 1.054 -1.514  1.004
H1 1.348 2.359 1.789  0.118
H2 0.154 -0.043 2.366  0.068
H3 1.373 2.979 -0.563  0.056
H4 1.608 -1.420 -0.538  0.093
H5 0.310 -2.186 -1.452  0.089
H6 0.342 -2.295 0.317  0.088
H7 -1.935 -1.396 -1.083  0.172
H8 -2.220 0.219 -0.728  0.156
H9 -2.028 -0.893 0.504  0.172